No. 1
51
Properties=species:S:1:pos:R:3 method="wB97M-V/def2-TZVPD" multiplicity=1 molar_mass_da=306.3 total_energy_ev=-35357.6077 e_lumo_ev=-0.5 de_lowest_kcal_mol=101.55 e_homo_ha=-0.3615 homo_lumo_gap_ev=9.4
O 4.002 -1.169 -0.008
H 4.455 -1.075 0.844
H 3.851 -2.111 0.172
O -1.354 3.574 -3.370
H -1.055 2.798 -3.852
H -1.640 4.278 -3.957
O -0.162 0.614 -3.847
H -0.073 0.253 -2.947
H 0.704 0.318 -4.159
O 0.686 -1.360 3.578
H 1.565 -1.219 3.935
H -0.014 -1.023 4.148
O 0.054 1.548 -0.519
H -0.393 1.510 -1.376
H -0.387 2.289 -0.091
O -1.686 -0.538 -1.643
H -1.666 -0.435 -0.680
H -1.941 -1.455 -1.742
O -1.553 -0.082 1.430
H -0.719 0.392 1.462
H -2.347 0.417 1.712
O -3.240 3.519 -0.994
H -2.577 3.192 -1.625
H -3.663 4.350 -0.820
O 2.235 4.677 1.103
H 2.123 5.128 1.939
H 1.429 4.278 0.772
O 0.402 -3.570 1.380
H -0.434 -3.242 1.752
H 0.642 -4.166 2.104
O 1.757 2.308 -2.007
H 2.233 2.663 -1.246
H 1.592 1.441 -1.615
O -0.298 -2.677 -1.374
H 0.396 -2.638 -0.693
H -0.105 -3.517 -1.806
O -4.217 -1.425 3.367
H -3.328 -1.798 3.258
H -4.156 -0.797 2.637
O 3.975 -2.982 2.746
H 3.063 -2.674 2.772
H 4.393 -2.808 3.589
O 4.110 0.965 -2.183
H 3.724 0.691 -1.354
H 3.482 1.173 -2.870
O -1.867 -5.697 -0.672
H -0.916 -5.780 -0.588
H -2.096 -4.772 -0.565
O -2.810 2.299 2.393
H -2.666 2.379 3.358
H -3.646 1.822 2.494

***

No. 2
53
Properties=species:S:1:pos:R:3 method="wB97M-V/def2-TZVPD" multiplicity=1 molar_mass_da=323.3 total_energy_ev=-37421.4305 e_lumo_ev=1.7 charge=-1 de_lowest_kcal_mol=102.99 e_homo_ha=-0.2818 homo_lumo_gap_ev=9.3
O 3.072 -1.763 0.913
H -1.808 2.749 -2.520
H -1.168 0.105 -1.343
O 0.680 0.185 1.078
H -0.699 2.174 -5.093
O 2.977 0.492 3.268
H 1.518 -3.803 -1.279
H 2.504 -0.424 3.489
O -5.309 -1.678 -0.213
H -2.293 -2.217 2.557
H -5.060 -0.746 -0.167
O 0.033 4.711 0.490
H -0.382 4.178 1.120
H 2.534 -1.189 0.390
O 2.939 -2.041 4.800
H -2.501 1.522 -2.160
H 3.390 -2.027 3.895
O -2.167 1.920 -2.997
H -2.693 1.230 0.552
H 2.397 1.071 3.620
O -1.324 2.780 3.179
H 1.770 0.869 -2.693
H -1.055 0.954 -0.205
O 0.239 -2.162 -1.159
H 0.689 -1.325 -1.643
H -1.163 2.187 3.895
O 1.773 2.482 0.457
H 2.285 2.988 1.109
H 0.708 -0.458 2.438
O -2.041 1.204 -0.366
H 0.751 -1.661 3.381
H -0.722 2.446 2.473
O 1.658 -4.712 -1.494
H 1.324 -5.365 -0.754
H -4.984 -1.917 -1.013
O 0.702 -0.746 3.505
H 1.238 -0.477 0.682
H 2.246 -1.479 4.597
O -0.640 -0.024 -2.223
H 0.695 4.238 0.124
H 3.568 -1.172 1.609
O -2.690 -2.991 1.988
H 1.377 1.656 0.811
H -3.229 -2.594 1.382
O -1.405 -2.212 -4.601
H -0.932 -0.969 -2.555
H -1.896 -1.412 -4.780
O -0.035 2.479 -5.734
H 0.196 -1.847 -0.172
H 0.574 2.870 -5.072
O 1.946 1.889 -2.463
H 2.008 2.077 -1.420
H -1.590 -2.044 -3.681

***

No. 3
55
Properties=species:S:1:pos:R:3 method="wB97M-V/def2-TZVPD" multiplicity=1 molar_mass_da=372.4 total_energy_ev=-57061.5037 e_lumo_ev=-0.1 e_homo_ha=-0.3073 homo_lumo_gap_ev=8.3
S 1.571 -4.312 -1.997
S 1.407 -1.057 1.309
H 2.049 -3.394 -2.839
H 2.563 -0.437 1.512
H -0.470 3.468 2.158
H 0.179 3.040 3.496
O 0.382 3.291 2.593
H 0.898 -0.017 0.620
H -0.360 -3.067 -1.645
O -0.044 -3.933 -1.988
H 3.422 0.937 -3.681
H 3.379 -0.597 -3.592
O 2.969 0.154 -4.021
H 0.003 3.189 -0.517
H 1.472 2.960 -0.691
O 0.624 2.881 -1.184
H -3.526 -0.350 0.139
H -2.529 0.150 1.146
O -2.704 0.160 0.187
H -0.700 -4.546 1.919
H -1.712 -3.579 1.384
O -0.865 -3.606 1.903
H 3.206 3.797 0.751
H 3.786 2.951 -0.410
O 2.992 3.111 0.118
H -2.046 2.215 -2.588
H -3.179 2.141 -1.528
O -2.470 2.698 -1.883
H -1.875 4.826 1.232
H -1.974 4.061 -0.094
O -1.443 4.714 0.376
H -2.338 -4.450 -0.691
H -3.180 -3.320 -0.175
O -2.893 -4.211 0.068
H 2.167 -0.809 -1.280
H 2.497 -2.045 -0.587
O 2.800 -1.556 -1.360
H -2.048 -1.051 3.161
H -2.893 0.062 3.709
O -2.466 -0.193 2.881
H 0.646 1.037 -1.989
H 1.360 0.400 -3.149
O 0.978 0.155 -2.281
H -1.202 -2.910 3.397
H -0.729 -2.191 4.554
O -1.598 -2.352 4.138
H 4.539 0.112 -1.684
H 4.215 -1.262 -1.443
O 4.538 -0.512 -0.928
H -1.966 1.527 2.260
H -2.163 2.344 1.100
O -2.161 2.462 2.067
H -0.377 -0.854 -1.730
H -1.620 -0.816 -0.818
O -1.113 -1.418 -1.406

***

No. 4
55
Properties=species:S:1:pos:R:3 method="wB97M-V/def2-TZVPD" multiplicity=1 molar_mass_da=325.3 total_energy_ev=-37444.0184 e_lumo_ev=-3.0 charge=+1 de_lowest_kcal_mol=217.08 e_homo_ha=-0.4920 homo_lumo_gap_ev=10.4
O 1.702 1.437 2.255
H 1.869 -1.093 1.050
H -3.308 -0.544 1.283
O -2.478 -0.017 1.183
H 2.149 0.599 2.411
O -0.284 0.478 1.258
H -0.340 1.502 1.292
H 0.509 0.529 2.080
O -4.540 -0.140 -2.264
H -4.986 0.777 -2.382
H -4.468 -0.307 -3.185
O 4.076 -0.169 4.458
H 4.676 -0.835 4.555
H 3.668 -0.285 3.692
O 1.616 3.718 -1.054
H 1.346 2.960 -1.594
H 1.639 4.429 -1.469
O 1.209 -4.399 -0.113
H 0.646 -4.941 0.417
H 0.486 -4.045 -0.827
O -1.409 -3.431 2.336
H -0.780 -2.964 1.770
H -0.935 -3.600 3.083
O -0.035 3.841 0.686
H 0.569 4.340 1.157
H 2.204 1.941 1.618
O 0.654 4.743 -4.223
H 1.328 4.034 -4.562
H -0.069 4.492 -4.812
O 1.442 -0.597 -1.304
H 1.280 -1.505 -1.755
H 0.640 -0.318 -0.744
O -4.064 -3.776 0.258
H -4.081 -3.304 -0.459
H -3.395 -4.392 0.137
O 2.138 -1.018 1.974
H 0.261 3.856 -0.186
H 2.547 -1.940 1.942
O -2.882 3.423 -1.681
H -2.880 4.197 -2.170
H -3.190 3.680 -0.725
O -2.047 -0.153 -1.276
H -1.627 0.537 -1.770
H -2.856 -0.606 -1.889
O 2.505 -2.712 -3.551
H 2.776 -3.622 -3.671
H 2.122 -2.252 -4.400
O -2.254 1.288 4.298
H -1.568 1.772 4.819
H -2.450 1.440 3.407
O 4.964 -2.385 -0.848
H 5.502 -2.485 -1.584
H 4.054 -2.325 -0.831
H -2.202 0.292 0.226
H -1.449 -0.146 1.685

***

No. 5
57
Properties=species:S:1:pos:R:3 method="wB97M-V/def2-TZVPD" multiplicity=1 molar_mass_da=342.3 total_energy_ev=-39519.0833 e_lumo_ev=-0.8 de_lowest_kcal_mol=87.99 e_homo_ha=-0.3609 homo_lumo_gap_ev=9.0
O -0.278 1.347 5.225
H 0.490 1.334 4.655
H -0.942 0.854 4.744
O 4.757 2.662 3.528
H 4.017 2.678 2.922
H 4.498 2.039 4.207
O -4.955 0.536 -1.189
H -4.245 1.177 -1.147
H -4.661 -0.105 -1.837
O 0.506 1.090 -3.395
H 0.297 0.579 -2.613
H 0.008 1.900 -3.293
O 1.170 2.638 2.874
H 1.860 2.363 2.270
H 0.763 3.392 2.447
O -0.627 -0.292 3.181
H 0.041 -0.916 2.898
H -0.932 0.118 2.371
O -1.515 -3.929 2.134
H -2.284 -4.495 2.193
H -0.900 -4.291 2.771
O -3.364 2.507 -0.475
H -3.256 2.970 -1.306
H -2.726 2.915 0.111
O 3.199 -1.760 -4.818
H 3.381 -0.849 -4.587
H 2.379 -1.963 -4.367
O -3.703 -1.501 -2.131
H -3.214 -0.828 -2.604
H -3.029 -2.057 -1.740
O 0.877 -2.105 1.682
H 0.205 -2.753 1.473
H 1.684 -2.614 1.762
O 3.371 1.953 1.272
H 3.620 2.862 1.110
H 4.083 1.437 0.892
O -0.897 3.403 -3.202
H -1.736 3.775 -2.928
H -0.268 3.729 -2.559
O 0.790 4.347 -1.219
H 1.300 4.037 -1.967
H 1.444 4.540 -0.546
O -2.271 -3.834 -0.604
H -2.251 -3.645 0.334
H -2.739 -4.666 -0.671
O -0.091 -5.212 -1.586
H -0.861 -4.653 -1.480
H -0.149 -5.532 -2.487
O 2.789 -4.546 -1.525
H 2.876 -4.490 -0.573
H 1.849 -4.458 -1.686
O 0.259 0.349 -0.064
H -0.163 -0.447 -0.388
H 0.883 0.040 0.592
O -0.786 2.927 0.586
H -0.223 3.323 -0.080
H -0.333 2.121 0.834

***

No. 6
58
Properties=species:S:1:pos:R:3 method="wB97M-V/def2-TZVPD" multiplicity=1 molar_mass_da=343.3 total_energy_ev=-39526.9486 e_lumo_ev=-3.3 charge=+1 de_lowest_kcal_mol=93.87 e_homo_ha=-0.4308 homo_lumo_gap_ev=8.4
O -2.394 -2.261 -0.895
H -1.535 3.476 -1.311
H -3.234 -1.769 -1.184
O -3.395 -2.087 2.425
H -2.087 -1.953 2.609
H -3.703 -1.573 3.191
O -1.343 3.981 0.564
H 0.137 -0.116 -5.075
H -1.849 2.627 -2.593
O 3.797 -1.853 1.058
H 4.282 -2.479 0.605
H 2.584 0.983 -0.020
O 1.206 -3.319 0.672
H 2.043 -3.462 0.130
H 0.788 -4.172 0.481
O 0.284 -3.442 -2.443
H -0.127 -2.926 -3.143
H 0.985 -3.948 -2.858
O 1.623 3.750 0.439
H -3.489 2.460 2.358
H 1.720 4.696 0.264
O -1.428 3.439 -2.275
H 2.512 3.411 0.351
O -0.353 1.137 -0.420
H -0.146 0.307 0.154
H -0.264 1.775 0.340
O -4.090 -0.216 0.527
H -3.664 -1.775 1.510
H 1.956 0.279 -2.926
O -2.582 2.364 2.073
H -0.800 4.797 0.301
H -3.125 2.814 1.350
O 3.397 1.350 0.416
H 3.834 0.483 0.666
H -5.028 -0.168 0.186
O 0.422 0.105 -4.239
H -4.115 0.629 0.981
H -2.152 -2.681 -1.707
O -0.876 -2.271 2.722
H -0.410 -1.398 2.556
H 3.498 -1.979 1.940
O 2.379 -1.407 3.722
H 2.110 -0.934 4.540
H -0.648 3.376 0.835
O 0.629 0.425 2.184
H 4.305 0.505 -1.560
H 1.499 0.709 1.897
O 4.156 0.423 -2.494
H 0.597 0.921 3.048
H 4.259 1.279 -2.771
O 1.885 -0.320 -2.083
H 1.059 -0.088 -1.721
H 1.608 -2.029 3.633
O -1.963 -0.116 -2.678
H -2.485 0.645 -2.921
H -1.623 0.179 -1.806
H -0.225 0.195 -3.568
H -0.419 -2.775 1.964

***

No. 7
58
Properties=species:S:1:pos:R:3 method="wB97M-V/def2-TZVPD" multiplicity=1 molar_mass_da=343.3 total_energy_ev=-39529.5806 e_lumo_ev=-2.7 charge=+1 de_lowest_kcal_mol=33.17 e_homo_ha=-0.4796 homo_lumo_gap_ev=10.4
O -2.087 1.890 -2.770
H 0.139 4.334 -0.271
H -3.042 1.809 -2.825
O -0.905 -0.764 4.216
H -0.804 0.032 3.687
H 2.073 -2.415 1.044
O -0.191 3.881 -2.703
H 1.730 3.830 -0.350
H -0.750 3.441 0.671
O 2.055 -2.252 0.085
H -2.690 0.458 2.131
H -1.011 4.325 -2.485
O -0.679 -2.037 1.072
H -0.377 -2.455 1.874
H 0.530 1.348 2.203
O 0.639 1.939 1.448
H 1.061 -2.355 4.065
H -1.295 -0.369 -4.251
O -2.292 1.092 2.728
H -0.357 -0.116 -1.293
H -1.804 -0.794 4.549
O -0.681 3.859 -0.190
H -0.656 -1.092 1.015
O -3.208 -3.402 0.649
H -2.294 -3.115 0.736
H -3.308 -4.115 0.016
O 3.272 -0.155 -0.262
H 2.163 -1.243 -0.026
H -2.612 -1.728 -2.334
O 0.412 0.129 -0.759
H -0.346 2.954 -2.598
H 2.580 0.520 -0.295
O 2.341 3.759 0.382
H 2.903 2.989 0.373
H 3.663 -0.196 -1.154
O 2.841 -0.087 3.353
H 1.216 2.630 1.805
H 3.925 1.214 -3.449
O 1.018 -3.069 3.425
H 0.215 -3.590 3.456
H -2.148 -0.406 -2.703
O 0.368 -2.723 -1.790
H -0.395 -2.738 -2.381
H -2.734 1.939 2.675
O 3.739 0.526 -2.809
H 1.087 -2.941 -2.391
H 4.569 0.064 -2.639
O -0.795 -1.184 -4.356
H -2.002 1.921 -1.804
H -0.067 -0.681 -4.763
O -1.983 -1.064 -2.022
H 2.426 -0.357 4.176
H 1.140 -2.532 -0.188
O -3.608 -0.335 0.444
H -2.772 -0.744 0.187
H -4.214 -1.060 0.259
H 3.726 0.182 3.619
H 0.276 1.045 -0.482

***

No. 8
59
Properties=species:S:1:pos:R:3 method="wB97M-V/def2-TZVPD" multiplicity=1 molar_mass_da=359.3 total_energy_ev=-41580.0662 e_lumo_ev=2.1 charge=-1 de_lowest_kcal_mol=201.47 e_homo_ha=-0.2442 homo_lumo_gap_ev=8.7
O -0.825 -0.185 -2.757
H 1.525 0.880 0.975
O 1.857 4.178 3.283
H 1.645 3.481 2.615
H 2.684 3.963 3.807
O -3.514 -3.102 -2.753
H -1.686 1.802 -0.228
H -2.947 -2.685 -1.983
O 2.392 -2.126 -0.288
H 3.110 -1.629 -0.523
H 0.411 1.352 -0.614
O 0.173 1.613 0.149
H -4.193 -0.271 -0.819
H -4.381 -3.058 -2.713
O -2.886 2.159 2.051
H -1.207 -0.006 -3.623
H -1.361 0.361 -2.123
O -1.923 -4.706 -0.061
H -0.872 -2.358 1.717
H -2.190 -5.527 -0.029
O 4.075 3.253 1.179
H -1.359 -4.737 -0.939
H -3.037 -0.479 2.709
O 2.959 -1.674 2.541
H 2.271 -1.456 3.295
H 2.785 -2.664 2.479
O 2.377 0.664 1.154
H 2.217 -0.438 1.387
H -1.663 -0.255 3.579
O -4.304 -1.269 -0.761
H 1.785 -2.122 -1.154
H -5.108 -1.583 -0.529
O 1.985 -2.240 -3.650
H -0.981 0.086 0.139
H -2.132 1.787 1.562
O 1.920 -4.159 2.586
H 1.534 -3.460 1.994
H 3.634 3.576 0.335
O -2.315 1.320 -1.066
H 3.601 2.363 1.355
H -2.413 1.967 -1.721
O 0.942 4.956 -3.691
H 0.418 4.334 -4.268
H 0.892 4.818 -2.763
O 0.660 4.202 -0.303
H 0.219 4.147 0.630
H 1.010 -2.420 -3.416
O -1.683 -0.696 0.426
H 1.030 3.188 -0.147
H -2.213 -1.008 -0.363
O -2.627 -0.740 3.600
H -2.964 3.010 1.774
H 2.295 -1.588 -3.090
O 1.873 1.266 -2.321
H 2.157 1.863 -1.593
H 2.577 0.578 -2.474
O 0.073 -2.214 1.630
H 0.390 -1.575 0.925
H 1.311 -4.738 2.890